No. 1
DFT (the ωB97M-V functional and the def2-TZVPD basis) results for 10 unconnected molecules or ions with the total composition C44H116N12O15 in a non-equilibrium geometry.

## Properties
Highest occupied orbital energy ... -8.520 eV
2S+1 ... 1
SMILES ... COC[C@H](C)N.COC[C@H](C)N.COC[C@H](C)N.COCCNCCOC.COCCNCCOC.COCCNCCOC.COCCNCCOC.COCCNCCOC.NC(N)=O.NC(N)=O
M ... 1053.48 g/mol
LUMO ... 0.65 eV
Charge ... 0
Relative energy (zero: lowest compared OMol25 entry of this formula, charge and spin) ... 0.6669 eV

Atoms and positions in Å:
C (-2.73432, 2.01566, 4.32665)
O (-2.84655, 0.67205, 4.79608)
C (-3.82327, -0.04434, 4.09901)
C (-3.67396, -1.50914, 4.54363)
C (-2.28475, -2.01389, 4.28626)
N (-4.73201, -2.34361, 4.00749)
H (-2.03271, 2.52507, 4.99610)
H (-3.69051, 2.51341, 4.46086)
H (-2.36444, 2.07478, 3.29020)
H (-4.85109, 0.39737, 4.21239)
H (-3.66608, -0.04431, 2.99183)
H (-3.82024, -1.42348, 5.64362)
H (-2.14915, -2.33916, 3.25299)
H (-2.08118, -2.92034, 4.83930)
H (-1.48663, -1.33105, 4.57707)
H (-5.58701, -1.78791, 4.03250)
H (-4.52799, -2.55054, 2.98660)
C (0.65040, 0.79438, -1.88017)
O (-0.18778, -0.04680, -1.12245)
C (-0.65593, 0.48396, 0.12830)
C (0.21077, 0.30253, 1.34412)
C (0.76491, -1.12172, 1.50509)
N (-0.51682, 0.76692, 2.55500)
H (1.39469, 0.18461, -2.42212)
H (1.16008, 1.45276, -1.17406)
H (-0.01444, 1.32575, -2.63342)
H (-0.71428, 1.53941, 0.07262)
H (-1.65799, 0.02549, 0.30195)
H (1.13803, 0.95957, 1.19395)
H (1.45365, -1.48004, 0.71280)
H (-0.06055, -1.81119, 1.77129)
H (1.45627, -1.00446, 2.37301)
H (-1.44041, 0.47557, 2.61633)
H (-0.04652, 0.42627, 3.35986)
C (-1.47694, -7.07814, 0.60908)
O (-1.92924, -5.73491, 0.57170)
C (-3.00741, -5.50053, 1.34868)
C (-4.02438, -4.55250, 0.73977)
C (-4.64455, -5.25363, -0.47590)
N (-3.58716, -3.17323, 0.39275)
H (-0.53962, -7.09213, 0.03871)
H (-2.17420, -7.77538, 0.13485)
H (-1.32465, -7.44104, 1.60653)
H (-3.56893, -6.40712, 1.53866)
H (-2.70886, -5.17290, 2.36441)
H (-4.76589, -4.43055, 1.51672)
H (-5.45029, -4.75585, -0.95254)
H (-5.11260, -6.24788, -0.31230)
H (-3.89973, -5.33281, -1.19342)
H (-3.47610, -3.08304, -0.62967)
H (-2.59547, -3.03086, 0.63308)
C (-4.15003, 2.69931, 1.07707)
O (-2.78006, 3.01621, 0.72798)
C (-2.47146, 4.40510, 0.93373)
C (-1.00425, 4.64931, 1.23074)
N (-0.59658, 3.92377, 2.43027)
C (0.60317, 4.57534, 2.95009)
C (1.24485, 3.62898, 3.90782)
O (2.40945, 4.24874, 4.35522)
C (3.11715, 3.60374, 5.38618)
H (-4.37768, 1.65816, 0.73982)
H (-4.81528, 3.45851, 0.63127)
H (-4.27989, 2.68725, 2.18926)
H (-3.11022, 4.71325, 1.73245)
H (-2.74322, 4.96316, 0.06128)
H (-0.89887, 5.67142, 1.54066)
H (-0.29715, 4.51369, 0.35555)
H (-0.27933, 2.94774, 2.14870)
H (0.43624, 5.60941, 3.36394)
H (1.25350, 4.86118, 2.15819)
H (1.40521, 2.72009, 3.32708)
H (0.61877, 3.35514, 4.74169)
H (2.60361, 3.66024, 6.35301)
H (4.07052, 3.99698, 5.47279)
H (3.28969, 2.58404, 5.15015)
C (7.51068, -1.61131, 6.65462)
O (7.03313, -1.63604, 5.33756)
C (6.03690, -0.65597, 5.19557)
C (5.22388, -0.71595, 3.96612)
N (3.84319, -0.29216, 4.27722)
C (3.10890, -1.39648, 4.84450)
C (2.02405, -1.03985, 5.86612)
O (0.97297, -0.30684, 5.28271)
C (-0.03968, -0.10940, 6.25954)
H (8.05976, -2.52229, 6.86528)
H (6.69180, -1.54867, 7.34742)
H (8.21163, -0.77443, 6.83217)
H (6.47636, 0.30193, 5.31505)
H (5.39007, -0.82749, 6.06108)
H (5.27195, -1.73735, 3.65783)
H (5.66166, -0.09161, 3.18412)
H (3.37262, 0.01128, 3.41612)
H (3.75321, -2.03164, 5.47944)
H (2.70320, -1.97511, 4.02294)
H (2.55256, -0.41599, 6.72694)
H (1.64493, -2.00705, 6.28464)
H (-0.92255, 0.24042, 5.73927)
H (0.25408, 0.60183, 7.03054)
H (-0.29461, -1.07305, 6.76888)
C (-0.16336, 4.44275, -9.84480)
O (-1.07615, 4.01295, -8.86347)
C (-2.41829, 3.99279, -9.24660)
C (-3.24208, 3.38438, -8.03926)
N (-2.68465, 2.04080, -7.82422)
C (-3.02711, 1.38151, -6.60774)
C (-1.93713, 0.37341, -6.26217)
O (-0.64268, 0.98008, -6.07188)
C (0.41699, 0.05962, -5.83512)
H (-0.11503, 5.56900, -9.97874)
H (-0.49333, 3.95076, -10.73138)
H (0.85453, 4.17395, -9.57989)
H (-2.65058, 3.18586, -9.98405)
H (-2.86298, 5.00897, -9.43536)
H (-4.26265, 3.28003, -8.37932)
H (-3.39229, 4.08716, -7.18030)
H (-1.71997, 2.16587, -7.86828)
H (-3.98468, 0.78928, -6.69617)
H (-3.20604, 1.99678, -5.72613)
H (-1.83021, -0.24590, -7.09208)
H (-2.28002, -0.23965, -5.44489)
H (1.26697, 0.60769, -5.41913)
H (0.66971, -0.33960, -6.79180)
H (0.23505, -0.69868, -5.12179)
C (-4.54735, 0.76101, -2.33586)
O (-3.59272, 1.48518, -3.13453)
C (-2.84312, 2.45866, -2.46757)
C (-1.91021, 3.26288, -3.37306)
N (-1.08530, 4.14398, -2.53450)
C (-0.17310, 5.03371, -3.25960)
C (1.01407, 5.40608, -2.34807)
O (1.78295, 4.25969, -1.87958)
C (2.63597, 3.66271, -2.82079)
H (-5.15756, 1.32836, -1.59445)
H (-3.98812, 0.02329, -1.68460)
H (-5.12421, 0.21546, -3.12861)
H (-2.20733, 1.95864, -1.71845)
H (-3.47633, 3.15280, -1.86509)
H (-2.53103, 3.88402, -3.98054)
H (-1.38334, 2.46500, -3.95105)
H (-0.50793, 3.51694, -1.98619)
H (-0.74424, 5.95740, -3.53223)
H (0.22453, 4.54514, -4.18632)
H (0.68768, 5.83272, -1.42679)
H (1.68397, 6.18010, -2.71953)
H (2.27695, 2.68511, -2.92954)
H (3.63979, 3.60418, -2.42477)
H (2.80690, 4.06365, -3.85913)
C (-2.22906, -4.55316, -3.50142)
O (-0.92033, -4.41073, -2.97025)
C (-0.79425, -3.18051, -2.29158)
C (0.72398, -2.95020, -2.17834)
N (1.50612, -4.03686, -1.58531)
C (0.95490, -4.54573, -0.30010)
C (1.72265, -5.71144, 0.20808)
O (1.55058, -6.71936, -0.83171)
C (2.67366, -7.66753, -0.92959)
H (-2.12590, -5.54404, -3.93152)
H (-2.34761, -3.82128, -4.32037)
H (-2.99171, -4.47533, -2.75499)
H (-1.30261, -3.16686, -1.32140)
H (-1.26648, -2.38399, -2.88043)
H (0.83932, -2.04947, -1.57512)
H (1.09437, -2.80432, -3.25771)
H (1.44254, -4.85894, -2.22382)
H (-0.13805, -4.93233, -0.37664)
H (0.99041, -3.82252, 0.50786)
H (1.33222, -6.06502, 1.18725)
H (2.75555, -5.59143, 0.33929)
H (3.58948, -7.18810, -1.38843)
H (2.26931, -8.48417, -1.50839)
H (2.89431, -7.96998, 0.10659)
N (5.23049, 2.24457, 0.34108)
C (4.52165, 2.29755, 1.46524)
N (4.72790, 3.43008, 2.19111)
O (3.75644, 1.40177, 1.77901)
H (5.83028, 3.03112, 0.08783)
H (4.91462, 1.53420, -0.36274)
H (4.23106, 3.44567, 3.10647)
H (5.42664, 4.13048, 1.98184)
N (4.28891, -2.12995, -1.86566)
C (4.62549, -1.14933, -1.01641)
N (3.96022, -1.21991, 0.22887)
O (5.39867, -0.26449, -1.28460)
H (4.70896, -2.09909, -2.79632)
H (3.62821, -2.84648, -1.59230)
H (4.22956, -0.48097, 0.83736)
H (3.27750, -1.87701, 0.48624)

=====

No. 2
DFT (the ωB97M-V functional and the def2-TZVPD basis) results for 3 unconnected molecules or ions with the total composition C22H24FN3O7S in a non-equilibrium geometry.

## Properties
Highest occupied orbital energy ... -8.899 eV
2S+1 ... 1
SMILES ... CCCN(COc1ccccc1)S(=O)(=O)F.O=[N+]([O-])c1ccccc1.O=[N+]([O-])c1ccccc1
M ... 493.51 g/mol
LUMO ... -1.07 eV
Charge ... 0

Atoms and positions in Å:
C (-3.39399, -2.07200, -0.07497)
C (-1.79690, -1.82819, -0.46363)
C (-1.74698, -0.79045, -1.73400)
N (-0.49540, 0.11250, -1.73465)
C (-0.87488, 1.25783, -0.82215)
O (0.21444, 2.23240, -0.57426)
C (-0.52836, 3.45102, -0.10972)
C (-1.15021, 4.52446, -1.20876)
C (-2.00401, 5.83234, -0.67137)
C (-2.17305, 5.98328, 0.97280)
C (-1.53129, 4.93883, 2.08026)
C (-0.67478, 3.63405, 1.53989)
S (-0.37111, 0.62482, -3.42041)
O (0.27295, 2.01934, -3.60935)
O (0.55915, -0.41389, -4.16060)
F (-1.95745, 0.67756, -4.15598)
H (-4.05203, -2.24868, -1.05317)
H (-3.53978, -3.05290, 0.57409)
H (-3.85924, -1.18213, 0.54207)
H (-1.13336, -1.52403, 0.45238)
H (-1.41518, -2.87661, -0.87642)
H (-2.71493, -0.12880, -1.68731)
H (-1.66860, -1.44778, -2.71973)
H (-1.19202, 0.85818, 0.25705)
H (-1.83780, 1.81998, -1.23359)
H (-0.95950, 4.26788, -2.34489)
H (-2.45620, 6.58585, -1.45167)
H (-2.81953, 6.90705, 1.34370)
H (-1.70150, 5.11332, 3.22799)
H (-0.18351, 2.85845, 2.29870)
O (3.52758, 6.55175, 1.17245)
N (4.56716, 5.87575, 1.17277)
O (5.67879, 6.29866, 1.52131)
C (4.47570, 4.48089, 0.72504)
C (3.24552, 3.97189, 0.28649)
C (3.16984, 2.65153, -0.16109)
C (4.31100, 1.84787, -0.16562)
C (5.53259, 2.35419, 0.28154)
C (5.62126, 3.67395, 0.72879)
H (2.34716, 4.58532, 0.28371)
H (2.22105, 2.24928, -0.50972)
H (4.24824, 0.82069, -0.52082)
H (6.41686, 1.72070, 0.27772)
H (6.58130, 4.05461, 1.07110)
O (-3.46836, -5.42497, 2.31086)
N (-2.31498, -5.17801, 1.92819)
O (-1.78773, -4.05707, 1.96763)
C (-1.52186, -6.28819, 1.38698)
C (-2.09155, -7.56515, 1.28900)
C (-1.34042, -8.61188, 0.75089)
C (-0.03245, -8.38487, 0.31983)
C (0.53596, -7.11454, 0.42828)
C (-0.20636, -6.05924, 0.96211)
H (-3.10951, -7.75832, 1.62034)
H (-1.77596, -9.60505, 0.66447)
H (0.54737, -9.20289, -0.10427)
H (1.55695, -6.94624, 0.09285)
H (0.24988, -5.07435, 1.03692)